47
Properties=species:S:1:pos:R:3:forces:R:3 method="wB97M-V/def2-TZVPD" multiplicity=5 relative_energy_kcal_mol=0.0 largest_force_ev_per_a=4.91 s_squared=6.137 homo_lumo_gap_ev="6.21 / 7.08" total_energy_ev=-68193.4820
C 5.598439 -0.005979 2.095309 0.3026 0.0988 -0.2596
C 4.280394 0.539515 2.574118 0.0391 -0.0967 0.0027
O 3.233219 -0.257885 1.967571 -0.1967 0.5183 0.5070
C 2.003908 0.155786 2.350283 -0.1210 0.6695 0.8133
C 0.954211 -0.758298 1.849732 0.3348 0.5530 -2.4476
N -0.240214 -0.264047 1.775678 -0.5425 1.0398 1.2524
C -1.354643 -0.804664 1.379650 -0.1460 -1.1315 -0.5591
C -2.623746 -0.128881 1.525655 -0.5424 0.3600 0.1129
C -3.852433 -0.823080 1.372304 0.4823 0.2822 0.0247
C -5.061099 -0.172941 1.602569 0.1178 0.1913 0.0102
C -5.071919 1.187627 1.955235 0.2738 -0.2093 -0.0894
C -3.863579 1.890688 2.079018 0.0703 -0.3742 -0.0928
C -2.646299 1.235104 1.880439 -0.4338 0.0287 0.0266
O 1.794045 1.146154 3.030163 0.3350 -1.0881 -0.7420
H 6.400965 0.388432 2.721566 -0.0024 -0.0166 -0.0334
H 5.637459 -1.098965 2.135405 -0.0788 0.1570 0.0297
H 5.792008 0.320544 1.068206 0.0048 -0.2119 0.1077
H 4.186645 0.464298 3.667230 -0.0990 0.0848 -0.3158
H 4.150683 1.587650 2.269096 -0.0169 -0.3062 0.2415
H 1.283637 -1.590544 1.201155 -0.1009 0.1701 0.4351
H -1.372281 -1.821974 0.953199 -0.0225 0.1043 0.1411
H -3.820547 -1.877109 1.086946 -0.1048 0.2809 0.1025
H -6.002356 -0.721721 1.507418 0.3470 0.2155 0.0236
H -6.023558 1.693691 2.128104 0.3032 -0.1380 -0.0540
H -3.868691 2.950613 2.334212 -0.0268 -0.2901 -0.0374
H -1.694025 1.751131 1.996935 -0.2645 -0.0962 -0.0001
O 4.595720 -6.394703 7.042766 -0.7189 1.7972 -1.1889
C 4.128580 -5.597925 6.334501 1.8748 -2.9502 2.0912
Fe 3.178495 -4.691141 5.186967 0.8773 0.0766 -1.5290
C 3.471586 -5.723247 3.734072 -0.0909 -2.5071 -2.3602
O 3.470770 -6.532319 2.903401 0.1615 1.6484 1.5457
C 1.786327 -5.694392 5.607441 -3.4755 -3.3172 1.0076
O 1.042690 -6.534791 5.918121 1.4480 1.9907 -0.5936
C 1.543855 -2.509536 3.681885 0.8825 -2.6874 1.0304
C 0.887204 -2.241387 4.883291 -0.9932 1.0496 0.4274
C 1.305571 -2.586263 6.156755 -0.1588 -0.2962 0.0548
C 2.495899 -3.304797 6.518323 -0.8370 1.3958 2.1263
C 3.784143 -2.892308 6.006932 -0.0851 -0.1298 -0.2435
C 3.900875 -2.686628 4.644814 1.2350 1.7163 0.1749
C 2.863016 -3.076652 3.727542 -0.4699 0.6725 -1.9218
H 0.954613 -2.687322 2.774334 0.3568 0.1618 0.6684
H -0.085078 -1.735842 4.816437 0.3366 -0.1892 0.0365
H 0.626666 -2.353155 6.987141 0.1094 -0.2334 -0.4030
H 2.479672 -3.768703 7.520026 0.0923 0.8136 -0.3551
H 4.633245 -2.805760 6.693937 -0.2421 -0.0117 -0.3393
H 4.857820 -2.354245 4.228272 -0.1852 -0.3060 0.1544
H 3.225110 -3.412129 2.741142 -0.0293 0.5103 0.4172



10
Properties=species:S:1:pos:R:3:forces:R:3 method="wB97M-V/def2-TZVPD" charge=+1 multiplicity=2 relative_energy_kcal_mol=168.3 largest_force_ev_per_a=8.00 s_squared=0.764 homo_lumo_gap_ev="4.80 / 8.10" total_energy_ev=-28394.2639
H 0.514934 -1.154149 0.044780 -3.3357 0.2549 2.0998
H -0.847298 -0.982755 -1.186865 -0.3702 -0.1517 0.5414
O -1.616443 0.188065 0.347305 1.8182 -0.0138 -0.0295
O 0.192611 1.252598 0.970246 1.0224 -1.5916 -1.3729
C -0.757345 -0.883282 -0.101210 -1.4969 -5.1134 1.7645
C 1.015035 0.343123 0.320417 1.6853 0.8000 1.8238
C -1.142042 1.282821 0.858590 -1.5450 0.5500 0.0743
H -1.116615 -1.778484 0.413882 -0.5947 0.1873 -0.1310
F 0.718128 0.064283 -0.987461 3.0191 5.4238 -5.0436
Ca 3.039039 1.667778 -0.679683 -0.2026 -0.3454 0.2732



24
Properties=species:S:1:pos:R:3:forces:R:3 method="wB97M-V/def2-TZVPD" relative_energy_kcal_mol=12.1 largest_force_ev_per_a=1.55 homo_lumo_gap_ev=9.68 total_energy_ev=-13525.0993
C -0.837163 -0.559378 -2.873363 0.5507 0.5757 -0.9023
C -2.306357 -1.262098 0.536705 0.8357 0.0986 0.3970
C -1.298386 -0.263297 -1.474680 0.0331 -0.2156 0.5099
O -0.929242 0.726613 -0.855966 -0.2704 -0.1476 -0.1637
N -2.035473 -1.239524 -0.879126 0.0508 0.2047 -0.4500
H -0.404960 -1.553201 -2.937010 0.0018 -0.1784 0.0211
H -2.243646 -2.060392 -1.418569 -0.0323 0.0012 -0.0008
H -2.496622 -2.286118 0.821333 -0.4394 -0.1793 0.1109
H -1.542008 -0.445021 -3.700924 -0.5006 -0.1673 0.4888
H -0.062919 0.165257 -3.137894 0.0725 -0.1347 0.3152
H -1.406995 -0.978755 1.098796 -0.0893 0.0763 -0.1918
H -3.091620 -0.585906 0.855783 -0.2997 -0.0381 -0.1295
C 0.707159 2.202579 2.198122 -0.0251 -0.6146 0.2615
C 2.342236 -0.502760 0.075653 -0.4398 -0.0837 0.2205
C 2.260081 0.649008 1.060704 0.3764 -0.2760 -0.1867
O 3.255880 1.106451 1.596584 0.0382 0.1215 0.1003
N 1.025634 1.109283 1.295039 -1.3992 0.3888 0.5392
H 0.194593 0.733648 0.860157 0.5532 -0.1828 -0.5356
H -0.375530 2.308775 2.251127 0.0016 -0.0818 -0.1220
H 1.494517 -0.483122 -0.615127 0.2672 0.0817 -0.1353
H 1.062352 2.001889 3.205794 0.2042 0.0622 0.0682
H 1.110627 3.127710 1.846182 0.4104 0.6366 -0.1424
H 3.303100 -0.461218 -0.424144 -0.0236 0.0042 -0.1736
H 2.274740 -1.450426 0.614819 0.1236 0.0485 0.1012



7
Properties=species:S:1:pos:R:3:forces:R:3 method="wB97M-V/def2-TZVPD" charge=+1 relative_energy_kcal_mol=201.2 largest_force_ev_per_a=7.19 homo_lumo_gap_ev="6.90 / 6.90" total_energy_ev=-20075.1665
C 0.177014 -0.053604 -0.098746 -3.0872 6.4312 0.9238
N 2.491436 -0.584395 -0.048186 -0.7876 0.0454 -0.0476
N 1.386743 -0.423524 -0.073885 3.1668 -1.6720 0.0462
N -1.059684 -0.359636 -0.032289 1.1588 -0.8138 -0.1108
O 0.685475 1.960174 0.234708 -0.9335 -3.8843 -0.7342
Cl -2.305699 0.801504 0.007874 0.6070 -0.4404 -0.0276
H -1.375283 -1.340519 0.010525 -0.1243 0.3339 -0.0499



16
Properties=species:S:1:pos:R:3:forces:R:3 method="wB97M-V/def2-TZVPD" relative_energy_kcal_mol=15.0 largest_force_ev_per_a=3.69 homo_lumo_gap_ev=9.62 total_energy_ev=-35914.1808
N 0.307758 0.932873 -2.602146 -0.8431 0.4590 -0.0879
N -1.772988 -1.220166 1.424279 0.0144 1.0912 -0.2758
N 1.731976 1.428512 0.936355 -3.3312 -0.7703 -0.0905
N 1.097773 1.191387 -1.462586 -0.4167 -1.6899 1.1079
O -0.337221 -2.993574 0.561332 -0.4109 -0.0889 0.0677
O -1.062149 -1.179585 -0.949356 -0.7807 0.4713 -1.6132
O 0.776160 -0.919113 0.558410 -0.4586 1.4958 -0.1666
O -0.699559 1.065777 0.461357 0.0594 0.2429 -0.1274
S -0.663991 -1.632425 0.315434 0.7101 -2.3552 1.3749
S 0.603842 0.692098 -0.034669 1.1266 3.4951 0.3356
H -0.641307 1.310631 -2.475470 0.4847 -0.1914 0.0534
H 0.193661 -0.053279 -2.804006 0.3093 -0.0947 0.0782
H -1.884737 -0.258374 1.713218 0.1479 0.3618 -0.9199
H -1.798659 -1.751976 2.249579 0.4003 -1.4509 0.8321
H 2.587787 1.024014 0.809541 2.8956 -0.4466 -0.0665
H 1.561656 2.363200 1.298729 0.0929 -0.5292 -0.5020



25
Properties=species:S:1:pos:R:3:forces:R:3 method="wB97M-V/def2-TZVPD" charge=+1 relative_energy_kcal_mol=63.1 largest_force_ev_per_a=3.30 homo_lumo_gap_ev="7.14 / 7.14" total_energy_ev=-15130.5364
C -2.970751 1.005498 -0.206501 -2.6149 0.1105 0.6149
C -2.903849 -0.311107 -0.784464 0.4901 0.1407 0.4328
C -1.888383 1.600987 0.283994 -0.6830 0.5649 -0.9513
C -1.737878 -1.003527 -0.733068 0.1214 -2.7304 -1.8535
C -0.664906 0.886923 0.298675 1.0265 -0.4470 0.3919
C -0.558396 -0.527081 -0.131106 0.1342 0.8830 1.2901
C 0.405026 1.571340 0.714386 -0.3736 2.1033 -0.6958
C 1.741724 0.990463 0.687458 0.6934 0.8083 -0.8119
C 2.361202 1.541072 -0.634021 -0.5707 -0.5070 -1.5857
C 1.718092 -0.544600 0.793272 0.7251 0.6077 0.1428
C 0.802073 -2.622741 -0.128996 -1.7009 -0.5739 2.6057
N 0.533922 -1.221040 0.167791 0.7860 1.7951 0.7841
O 2.257539 0.918911 -1.666921 0.3429 0.4861 1.0793
H -3.927414 1.525935 0.020118 0.5522 -0.5698 -1.0146
H -3.725280 -0.834982 -1.280306 -0.0097 0.6331 0.2882
H -1.966300 2.682637 0.492742 0.4225 -0.8356 0.4564
H -1.716283 -1.993668 -1.281107 0.0643 1.1599 0.9509
H 0.207158 2.700667 0.773265 0.8198 -1.7322 0.5023
H 2.366346 1.540783 1.387378 0.1117 -0.7386 0.8543
H 2.823987 2.565415 -0.624667 -0.2203 -0.6326 0.2476
H 2.629127 -0.909066 0.253270 -0.8204 0.0071 0.6239
H 1.790882 -0.753567 1.891671 -0.2315 -0.4501 -0.9788
H 1.095970 -2.611094 -1.163686 0.3794 -1.1150 -0.2487
H 1.477402 -3.047491 0.697861 -0.2798 0.8550 -1.8236
H -0.151008 -3.150667 0.172955 0.8350 0.1775 -1.3009



24
Properties=species:S:1:pos:R:3:forces:R:3 method="wB97M-V/def2-TZVPD" multiplicity=2 relative_energy_kcal_mol=10.1 largest_force_ev_per_a=1.13 s_squared=0.753 homo_lumo_gap_ev="9.05 / 9.27" total_energy_ev=-9912.3456
N -4.224228 -0.372760 -1.043621 -0.8586 0.2511 -0.0188
C 0.335345 0.983263 -0.076201 -0.4191 0.5457 -0.7820
C 1.445810 0.373846 -0.861719 -0.1841 -0.4007 0.2574
C 2.832724 0.517276 -0.188999 -0.6915 0.1440 -0.2165
N 3.725240 -0.580728 -0.518350 -0.1412 -0.0777 -0.0008
C -1.066359 0.444930 -0.166420 -0.1325 -0.4453 0.2038
N -1.711163 -0.030509 1.098669 0.7623 0.5779 -0.5618
C -0.794344 -0.990706 1.771634 -0.7642 0.7103 -0.4447
H -4.035854 0.268947 -1.790817 0.4071 0.0041 0.0960
H -3.526996 -0.512455 -0.331921 0.2044 -0.0394 -0.1478
H -4.721345 -1.179131 -1.374173 0.2254 -0.2085 0.1409
H 0.376144 2.067271 0.030461 0.2052 -0.0644 0.4379
H 1.491054 0.823673 -1.852496 0.0193 0.2711 -0.2924
H 1.203760 -0.670950 -1.079665 0.2630 -0.0975 0.3346
H 2.648553 0.637126 0.878087 0.2395 -0.2940 0.1961
H 3.239210 1.473080 -0.512246 0.2426 0.1018 -0.0106
H 4.528993 -0.274688 -1.032643 0.2823 0.0261 -0.0664
H 4.025448 -1.115747 0.280242 0.0202 0.0518 0.0687
H -1.686345 1.184023 -0.682707 -0.2732 0.0751 0.4245
H -1.098468 -0.414402 -0.816292 0.2639 -0.4810 -0.4265
H -1.841330 0.807041 1.652908 0.0077 -0.1917 0.3900
H -0.915446 -0.920341 2.844417 -0.0253 -0.0770 0.2260
H 0.237998 -0.758870 1.505945 0.1700 -0.2271 0.1886
H -1.064837 -1.991440 1.444927 0.1770 -0.1546 0.0038



16
Properties=species:S:1:pos:R:3:forces:R:3 method="wB97M-V/def2-TZVPD" charge=+1 relative_energy_kcal_mol=32.0 largest_force_ev_per_a=1.84 homo_lumo_gap_ev=9.42 total_energy_ev=-7839.9300
C -2.669405 0.311620 -0.655197 -1.7630 -0.4764 -0.2433
C -1.247903 -0.014495 -0.416305 0.4465 -0.9260 0.7051
C -0.329058 0.882407 -0.101602 0.3128 -0.4240 0.4876
N 1.039451 0.497597 0.179862 -0.5001 1.1016 0.0070
C 1.980393 1.346479 0.009416 0.1198 -0.4748 1.2929
H -2.773954 0.795978 -1.628239 -0.0537 0.7160 0.3560
H -3.267018 -0.569372 -0.837794 0.2934 -0.8395 -0.1068
H -3.324548 0.728171 0.156376 1.3518 0.5239 -0.5991
H -0.920744 -1.075811 -0.461986 -0.2787 0.7751 -0.1334
H -0.514986 1.918133 0.106613 -0.1114 0.3780 -0.2734
H 1.169715 -0.396862 0.685497 0.2825 -0.2902 -0.7307
H 2.984709 1.119790 0.366104 -0.1719 -0.0898 -0.3229
H 1.726416 2.356130 -0.281187 0.0549 -0.0524 -0.5257
H 1.672393 -2.821187 0.236181 0.1463 -0.1955 -0.0946
H 0.723687 -2.797423 1.446445 0.0365 -0.0516 0.0374
O 1.107100 -2.246991 0.755759 -0.1658 0.3254 0.1440



Please write out number 2 again, unchanged.
10
Properties=species:S:1:pos:R:3:forces:R:3 method="wB97M-V/def2-TZVPD" charge=+1 multiplicity=2 relative_energy_kcal_mol=168.3 largest_force_ev_per_a=8.00 s_squared=0.764 homo_lumo_gap_ev="4.80 / 8.10" total_energy_ev=-28394.2639
H 0.514934 -1.154149 0.044780 -3.3357 0.2549 2.0998
H -0.847298 -0.982755 -1.186865 -0.3702 -0.1517 0.5414
O -1.616443 0.188065 0.347305 1.8182 -0.0138 -0.0295
O 0.192611 1.252598 0.970246 1.0224 -1.5916 -1.3729
C -0.757345 -0.883282 -0.101210 -1.4969 -5.1134 1.7645
C 1.015035 0.343123 0.320417 1.6853 0.8000 1.8238
C -1.142042 1.282821 0.858590 -1.5450 0.5500 0.0743
H -1.116615 -1.778484 0.413882 -0.5947 0.1873 -0.1310
F 0.718128 0.064283 -0.987461 3.0191 5.4238 -5.0436
Ca 3.039039 1.667778 -0.679683 -0.2026 -0.3454 0.2732